# C4H12O3

A cluster of 3 separate species, C4H12O3 in total in a non-equilibrium geometry (ωB97M-V with the def2-TZVPD basis set, the OMol25 dataset).

As for the spin multiplicity: 2. For the HOMO energy (spin up / spin down), the calculation gives -13.718 / -13.709 eV. As for the charge: +1.

Each line ends with the Löwdin charge.
Element x y z (Å)
O -1.3905 -0.8702 1.1345  0.31
O -1.3665 1.8501 -2.7252  -0.07
O -2.8659 0.4610 -0.9434  -0.02
C 1.1950 -1.4334 -0.2724  -0.02
C -0.3569 -0.4285 1.5219  0.02
C 2.0681 0.3513 1.3464  -0.02
C 0.8634 -0.2332 0.5489  -0.32
H 2.3879 -0.4678 1.9957  0.10
H 1.6963 -1.0478 -1.1781  0.13
H -3.7046 0.0258 -1.0872  0.08
H 0.5114 0.6359 -0.0389  0.17
H 1.9264 -2.0880 0.1933  0.11
H 1.8975 1.3089 1.8194  0.10
H 0.3243 -1.8252 -0.8055  0.11
H -0.3037 -0.3308 2.6248  0.22
H -2.3948 -0.0808 -0.3170  -0.01
H 2.8224 0.4617 0.5637  0.11
H -1.7229 1.1090 -2.2332  -0.04
H -1.5871 2.6021 -2.1477  0.04

Atoms 1-6, force components in eV/Å:
0.6 0.3 0.2
0.5 0.7 0.3
0.2 0.2 0.1
-0.1 0.5 -1.6
-1.0 -1.4 -0.1
-0.5 -1.7 -0.7

***

# C2H7NS2

A cluster of 2 separate species, C2H7NS2 in total in a non-equilibrium geometry (ωB97M-V with the def2-TZVPD basis set, the OMol25 dataset).

As for the spin multiplicity: 1. Its SMILES is C=[N+](C)[S-].S. For the HOMO energy (spin up / spin down), the calculation gives -7.882 / -7.883 eV.

Each line ends with the Löwdin charge.
Element x y z (Å)
S -1.1258 1.2783 -1.0931  0.53
S 2.5705 0.8411 -0.9055  0.45
N -0.9213 0.2116 0.1138  -0.78
C -0.0971 0.3972 1.1170  -0.09
C -1.7476 -1.0115 0.1967  -0.12
H -1.1635 -1.9717 0.0424  0.11
H -2.4011 -0.9614 -0.6297  0.03
H 3.9313 1.0320 -0.8397  -0.20
H 0.4111 1.3729 1.0629  0.06
H 2.8447 0.3252 -2.1263  -0.21
H 0.0317 -0.3873 1.8691  0.09
H -2.3329 -1.1265 1.1925  0.12

Atoms 1-6, force components in eV/Å:
-0.5 1.0 -1.7
1.4 -0.1 -0.7
0.9 -1.4 3.3
-0.3 0.5 -1.0
-0.1 -1.8 1.2
-0.2 1.3 0.3

***

> Among the records above, which one has the highest spin multiplicity?

C4H12O3